(1)
{
  "formula": "C34H42N7O3S2Tl",
  "method": "ωB97M-V/def2-TZVPD",
  "symbols": ["Tl", "C", "N", "C", "C", "C", "C", "C", "C", "N", "C", "C", "C", "C", "C", "C", "N", "C", "C", "C", "C", "C", "N", "H", "H", "H", "H", "H", "H", "H", "H", "H", "H", "H", "H", "H", "H", "H", "H", "H", "H", "O", "S", "O", "N", "C", "O", "C", "C", "C", "C", "C", "C", "H", "H", "H", "H", "C", "C", "C", "C", "N", "C", "S", "N", "C", "C", "C", "C", "H", "H", "H", "H", "H", "H", "H", "H", "H", "H", "H", "H", "H", "H", "H", "H", "H", "H", "H", "H"],
  "xyz": [[0.3392, 0.5431, 1.0491], [2.2653, -0.9648, 3.1195], [2.5765, -0.1090, 1.9580], [3.1969, -0.8072, 0.8200], [2.3366, -1.9969, 0.3786], [2.9111, -3.2127, 0.1509], [2.1176, -4.2296, -0.4320], [0.7773, -4.0205, -0.7231], [0.2812, -2.7709, -0.3311], [1.0103, -1.7916, 0.1562], [3.3391, 1.0732, 2.4679], [2.3762, 2.0933, 3.0175], [2.2688, 2.4543, 4.3562], [1.3351, 3.3777, 4.7571], [0.5650, 4.0298, 3.7924], [0.7286, 3.6246, 2.4992], [1.5795, 2.6561, 2.1104], [1.2769, -0.3368, 4.0502], [1.4879, -0.3374, 5.3663], [0.6608, 0.3169, 6.2386], [-0.4438, 0.9547, 5.6830], [-0.5987, 0.9845, 4.2781], [0.2900, 0.4005, 3.4972], [3.2407, -1.1554, 3.5351], [1.9142, -1.9524, 2.8212], [4.1969, -1.1491, 1.0390], [3.2775, -0.0789, -0.0170], [3.9369, -3.4174, 0.4002], [2.6196, -5.1482, -0.6819], [0.1226, -4.7834, -1.1167], [-0.7934, -2.5776, -0.5334], [3.9771, 1.5161, 1.6572], [4.0280, 0.7293, 3.2805], [2.8768, 2.0369, 5.0968], [1.2968, 3.6047, 5.7999], [-0.1971, 4.8122, 3.9629], [0.1718, 4.0461, 1.6263], [2.3569, -0.8553, 5.6737], [0.8515, 0.2792, 7.3123], [-1.2005, 1.4179, 6.2992], [-1.4603, 1.4761, 3.8447], [-4.5207, 1.9013, 1.6774], [-3.2691, 2.3648, 0.6898], [-3.6943, 1.9363, -0.6594], [-2.0498, 1.2406, 1.0591], [-2.3810, -0.0022, 1.2996], [-1.3817, -0.7594, 1.4972], [-3.7584, -0.4351, 1.6298], [-4.1047, -1.7401, 1.9255], [-5.4112, -2.1127, 2.2076], [-6.4039, -1.1402, 2.0963], [-6.0785, 0.1830, 1.8462], [-4.7579, 0.5362, 1.6859], [-3.3147, -2.5020, 1.8589], [-5.7245, -3.1176, 2.4450], [-7.4410, -1.3309, 2.3031], [-6.8367, 1.0186, 1.8955], [2.1917, -0.7673, -5.3380], [3.3974, -0.2969, -4.5125], [3.0316, 0.3813, -3.1807], [2.2111, 1.6716, -3.4884], [0.7727, 1.4506, -3.2833], [0.0991, 1.4538, -2.1337], [0.8688, 2.0799, -0.6883], [-1.1688, 1.0716, -2.1636], [-2.0075, 0.8921, -3.3692], [-1.8302, -0.4354, -4.0895], [-2.3734, -0.4172, -5.5704], [-2.0980, -1.7588, -6.2560], [2.4883, -1.2968, -6.2349], [1.5689, 0.0194, -5.7639], [1.5844, -1.4684, -4.7656], [4.0012, 0.3756, -5.1017], [4.0494, -1.1386, -4.2828], [3.9441, 0.6219, -2.6075], [2.3506, -0.2430, -2.5622], [2.4225, 1.8612, -4.5424], [2.5715, 2.5518, -2.8953], [0.2533, 1.0056, -4.0530], [-1.6726, 1.2096, -1.2656], [-1.8491, 1.7286, -4.0462], [-3.0548, 0.9113, -3.0202], [-2.2903, -1.2089, -3.4638], [-0.7582, -0.7107, -4.1439], [-1.8752, 0.3886, -6.0641], [-3.5037, -0.2295, -5.5751], [-1.0879, -2.1740, -6.0731], [-2.2087, -1.7570, -7.3112], [-2.7936, -2.5450, -5.8714]],
  "atomic_forces_ev_per_a": [[-0.10, -0.93, 0.95], [0.45, -0.57, -1.05], [-0.75, 0.55, -0.16], [-0.87, 0.07, -0.31], [-0.18, 0.72, -0.07], [-0.81, -0.98, -0.56], [0.35, 0.27, -0.05], [0.93, 0.64, 1.05], [-1.61, -0.49, -1.06], [1.19, 0.92, 0.44], [0.71, -0.37, -0.09], [-0.07, 0.96, 0.01], [0.02, 0.38, -1.00], [-0.05, 0.69, -0.59], [-0.70, 0.52, 0.39], [-0.15, -0.37, -2.09], [0.05, 0.15, 0.33], [-0.32, 1.37, -1.99], [0.69, -0.66, 1.27], [-1.24, 0.34, 0.30], [-0.09, -0.14, -0.26], [0.18, -0.33, 1.48], [-0.19, -0.90, -0.69], [0.18, -0.18, 1.10], [-0.27, 0.07, -0.39], [0.42, -0.23, 0.21], [-0.09, -0.36, 0.44], [0.25, 0.08, -0.06], [-0.11, -0.34, 0.01], [0.08, 0.05, -0.15], [0.79, 0.15, 0.46], [-0.79, -0.38, 0.61], [-0.38, 0.26, -0.61], [1.00, -0.71, 0.81], [-0.31, 0.29, 0.46], [0.70, -0.54, 0.35], [0.25, -0.14, 1.10], [0.70, -0.49, 0.74], [-0.17, 0.16, -0.32], [0.05, 0.12, 0.04], [0.15, 0.09, -0.25], [1.30, -0.35, -0.38], [-0.38, -0.72, -1.05], [0.46, 0.57, 0.58], [-1.09, 1.74, -0.27], [-0.30, -0.24, 1.86], [0.01, -1.59, -0.48], [0.44, 0.94, -0.47], [0.44, -1.50, -0.26], [-0.31, 0.56, -0.44], [0.13, 0.54, 0.39], [-0.86, 1.02, 0.47], [-0.69, 0.27, 0.07], [-0.38, 0.38, 0.22], [0.37, -0.15, 0.00], [-0.21, -0.46, -0.05], [0.88, -1.21, -0.19], [0.21, -0.22, 0.01], [-0.32, -0.49, 0.48], [-0.62, 0.38, -0.10], [0.99, 0.13, 0.77], [-0.38, -0.14, -0.39], [-0.01, -0.17, -1.26], [0.54, 0.46, -0.78], [-0.60, 0.25, 1.42], [-0.65, -0.30, 0.29], [0.42, -0.37, -0.68], [-1.18, -0.92, 1.53], [-0.08, -1.14, 1.34], [0.40, -0.27, -0.07], [-0.13, 0.35, 0.41], [-0.20, 0.07, 0.08], [0.25, 0.39, -0.19], [-0.05, -0.21, -0.13], [-0.41, -0.10, -0.20], [0.67, -0.05, -0.22], [-0.62, 0.48, 0.12], [-0.57, -0.79, -0.51], [0.59, 0.49, 0.35], [0.15, -0.10, -1.00], [0.07, 0.24, 0.00], [0.54, 0.44, -0.04], [-0.05, -0.06, -0.33], [-0.32, 0.05, -0.04], [0.21, 0.64, -0.54], [1.58, -0.03, 0.00], [-0.27, 0.50, 0.10], [-0.28, 0.33, -0.99], [0.42, 0.63, -0.23]],
  "lowdin_charge": [0.85, -0.09, -0.20, -0.11, -0.27, 0.01, -0.01, -0.01, -0.11, 0.06, -0.06, -0.28, -0.02, -0.03, -0.03, -0.13, 0.01, -0.26, -0.03, -0.01, 0.00, -0.08, 0.06, 0.14, 0.14, 0.13, 0.12, 0.12, 0.12, 0.12, 0.13, 0.16, 0.15, 0.11, 0.12, 0.14, 0.13, 0.13, 0.14, 0.12, 0.13, -0.23, 0.99, -0.43, -0.20, -0.52, -0.11, -0.09, -0.01, -0.04, -0.04, 0.01, -0.27, 0.13, 0.11, 0.12, 0.16, -0.10, -0.25, -0.19, -0.17, 0.05, -0.68, 0.77, 0.04, -0.16, -0.20, -0.23, -0.11, 0.08, 0.07, 0.07, 0.11, 0.11, 0.11, 0.10, 0.12, 0.12, 0.13, 0.08, 0.13, 0.13, 0.12, 0.09, 0.09, 0.14, 0.07, 0.06, 0.09],
  "charge": 2,
  "lumo_energy_ev": -5.835,
  "energy_ha": -2898.18376,
  "spin_multiplicity": 1,
  "homo_ev": -13.6,
  "relative_energy_kcal_mol": 35.1
}

(2)
{
  "formula": "C34H43AsCrN4O7S2",
  "method": "ωB97M-V/def2-TZVPD",
  "symbols": ["Cr", "C", "C", "N", "C", "C", "N", "C", "C", "C", "N", "C", "C", "N", "C", "H", "H", "H", "H", "H", "H", "H", "H", "H", "H", "H", "H", "H", "H", "H", "H", "H", "H", "H", "H", "H", "H", "H", "H", "O", "S", "O", "O", "C", "C", "C", "C", "C", "C", "S", "O", "O", "O", "H", "H", "H", "H", "O", "As", "C", "C", "C", "C", "C", "C", "C", "C", "C", "C", "C", "C", "C", "C", "C", "C", "C", "C", "H", "H", "H", "H", "H", "H", "H", "H", "H", "H", "H", "H", "H", "H", "H"],
  "xyz": [[-0.1027, 0.4991, 0.3558], [0.4833, -1.5512, 2.8863], [-0.7321, -2.0971, 2.1545], [-1.2701, -1.1887, 1.1157], [-2.6886, -0.8492, 1.3400], [-3.1005, 0.3862, 0.5548], [-2.2235, 1.5106, 0.8544], [-2.5911, 2.2966, 2.0344], [-1.9119, 1.8882, 3.3448], [-0.5061, 2.4362, 3.5478], [0.4301, 1.9464, 2.5417], [1.7418, 1.5593, 3.0329], [2.5458, 0.8948, 1.9208], [1.8034, -0.1814, 1.2503], [1.7280, -1.4392, 2.0046], [0.7020, -2.2182, 3.7250], [0.2352, -0.5754, 3.3065], [-1.5229, -2.3151, 2.8795], [-0.4627, -3.0419, 1.6727], [-1.1843, -1.7229, 0.2387], [-2.8290, -0.6724, 2.4083], [-3.3347, -1.6938, 1.0684], [-4.1516, 0.6154, 0.7851], [-3.0294, 0.1817, -0.5138], [-2.1363, 2.1264, 0.0512], [-3.6804, 2.2426, 2.1758], [-2.3580, 3.3419, 1.8154], [-1.8732, 0.7997, 3.4159], [-2.5327, 2.2351, 4.1759], [-0.1496, 2.1420, 4.5395], [-0.5386, 3.5322, 3.5472], [0.5495, 2.6314, 1.8055], [1.6082, 0.8701, 3.8723], [2.3324, 2.4052, 3.4171], [3.4852, 0.5090, 2.3404], [2.7907, 1.6344, 1.1579], [2.2335, -0.3582, 0.3456], [2.6326, -1.5515, 2.6165], [1.7192, -2.2543, 1.2766], [1.2356, -0.1665, -1.7537], [0.0667, 0.2229, -2.5326], [-0.3105, -0.6874, -3.5861], [-1.0540, 0.5475, -1.6096], [0.4638, 1.7710, -3.3562], [0.6513, 1.6765, -4.7293], [0.9990, 2.7877, -5.4852], [1.1662, 4.0110, -4.8661], [0.9819, 4.1162, -3.4961], [0.6297, 3.0131, -2.7328], [0.3733, 3.3709, -0.9968], [1.1760, 4.5276, -0.7075], [-1.0536, 3.5246, -0.7958], [0.9004, 2.1784, -0.2716], [0.5120, 0.7135, -5.1962], [1.1362, 2.6882, -6.5536], [1.4398, 4.8855, -5.4413], [1.1191, 5.0633, -2.9943], [-0.1306, -2.8701, -0.7625], [-0.1607, -4.4437, -1.2453], [0.8259, -4.7208, -2.8537], [1.0277, -3.6219, -3.6816], [1.7293, -3.7977, -4.8672], [2.2198, -5.0489, -5.2102], [2.0204, -6.1389, -4.3723], [1.3222, -5.9769, -3.1855], [0.6312, -5.5706, 0.0955], [1.9170, -5.2391, 0.5181], [2.5181, -5.9662, 1.5323], [1.8356, -7.0202, 2.1279], [0.5574, -7.3512, 1.7075], [-0.0492, -6.6258, 0.6890], [-1.9514, -5.0720, -1.5243], [-2.9034, -4.8017, -0.5450], [-4.2165, -5.2019, -0.7311], [-4.5786, -5.8645, -1.8969], [-3.6323, -6.1289, -2.8744], [-2.3133, -5.7326, -2.6903], [0.6509, -2.6409, -3.4029], [1.8933, -2.9496, -5.5179], [2.7673, -5.1774, -6.1348], [2.4138, -7.1107, -4.6401], [1.1752, -6.8217, -2.5214], [2.4456, -4.4119, 0.0564], [3.5175, -5.7122, 1.8587], [2.3057, -7.5859, 2.9212], [0.0286, -8.1730, 2.1716], [-1.0482, -6.8871, 0.3609], [-2.6213, -4.2720, 0.3585], [-4.9586, -4.9934, 0.0280], [-5.6061, -6.1703, -2.0447], [-3.9194, -6.6361, -3.7856], [-1.5749, -5.9288, -3.4580]],
  "atomic_forces_ev_per_a": [[-0.20, 0.32, 0.64], [-0.02, 0.03, 0.02], [-0.04, -0.09, 0.05], [0.20, -0.07, -0.34], [-0.05, -0.02, 0.01], [-0.11, -0.05, -0.03], [0.19, -0.08, -0.11], [-0.05, 0.03, 0.00], [-0.01, -0.01, 0.01], [-0.02, 0.06, 0.02], [0.07, -0.05, 0.00], [0.08, 0.05, 0.02], [0.05, 0.01, 0.01], [-0.07, -0.05, -0.29], [0.06, -0.06, 0.02], [0.00, -0.03, -0.03], [0.00, -0.01, 0.03], [0.04, 0.03, -0.02], [-0.01, 0.04, 0.03], [-0.04, 0.01, 0.00], [0.00, 0.00, -0.05], [0.01, 0.02, 0.02], [0.03, -0.02, -0.01], [0.00, -0.01, 0.04], [-0.09, 0.07, -0.04], [0.05, 0.03, -0.01], [0.04, 0.00, 0.02], [0.01, -0.01, 0.03], [-0.02, 0.03, 0.01], [-0.01, -0.03, -0.02], [-0.01, 0.02, 0.03], [-0.01, 0.02, -0.05], [0.01, 0.01, -0.03], [-0.03, -0.04, -0.01], [-0.04, 0.04, -0.03], [-0.02, 0.00, 0.04], [0.07, -0.01, 0.03], [-0.03, 0.01, 0.00], [-0.03, -0.01, 0.02], [0.14, -0.09, -0.14], [-0.20, 0.09, 0.12], [0.02, 0.02, -0.01], [0.12, -0.13, -0.12], [0.03, -0.07, -0.04], [0.01, 0.04, -0.01], [-0.03, -0.10, 0.04], [0.00, 0.02, 0.02], [0.03, 0.09, -0.03], [-0.06, -0.03, 0.05], [0.00, -0.14, -0.05], [0.03, 0.12, 0.03], [-0.02, 0.09, -0.06], [-0.02, -0.07, 0.12], [-0.01, -0.03, -0.02], [0.00, -0.01, -0.02], [0.00, 0.02, 0.01], [0.00, 0.00, 0.01], [-0.02, -0.09, 0.08], [0.00, 0.20, -0.02], [0.02, 0.04, -0.04], [-0.01, 0.06, 0.04], [-0.01, 0.00, 0.03], [0.01, 0.01, -0.02], [0.00, -0.03, 0.02], [0.01, -0.01, -0.04], [0.00, 0.01, 0.06], [0.01, -0.01, 0.01], [-0.02, 0.01, -0.01], [0.02, -0.01, 0.01], [-0.02, 0.01, -0.02], [0.01, -0.03, -0.02], [-0.02, -0.01, 0.02], [-0.01, -0.02, 0.00], [0.01, 0.00, 0.01], [-0.03, -0.02, -0.02], [0.04, 0.02, -0.01], [-0.04, -0.03, 0.01], [0.01, -0.09, -0.02], [0.00, 0.02, -0.01], [0.01, -0.01, -0.01], [0.00, -0.01, 0.00], [0.00, 0.00, 0.00], [-0.03, -0.01, -0.01], [0.02, 0.00, 0.01], [0.01, -0.01, 0.02], [-0.01, -0.01, 0.01], [0.00, 0.02, 0.00], [0.03, 0.01, 0.00], [-0.01, 0.01, 0.01], [0.00, 0.00, 0.00], [0.00, -0.01, -0.01], [0.00, 0.01, -0.01]],
  "lowdin_charge": [0.74, -0.16, -0.20, -0.11, -0.18, -0.20, -0.10, -0.18, -0.17, -0.21, -0.08, -0.21, -0.18, -0.11, -0.18, 0.12, 0.09, 0.12, 0.10, 0.07, 0.10, 0.12, 0.12, 0.11, 0.07, 0.11, 0.13, 0.09, 0.11, 0.12, 0.12, 0.09, 0.11, 0.13, 0.12, 0.12, 0.11, 0.12, 0.11, -0.33, 0.51, -0.31, -0.38, -0.20, -0.06, -0.07, -0.07, -0.06, -0.21, 0.51, -0.29, -0.30, -0.43, 0.11, 0.10, 0.11, 0.11, -0.45, 1.19, -0.31, -0.06, -0.06, -0.08, -0.09, -0.11, -0.30, -0.10, -0.08, -0.08, -0.08, -0.09, -0.30, -0.10, -0.08, -0.08, -0.07, -0.08, 0.08, 0.11, 0.10, 0.10, 0.11, 0.11, 0.11, 0.10, 0.10, 0.10, 0.10, 0.11, 0.11, 0.11, 0.10],
  "charge": 0,
  "lumo_energy_ev": [0.418, 0.417],
  "s_squared": 6.009,
  "energy_ha": -6143.82328,
  "spin_multiplicity": 5,
  "homo_ev": [-7.0, -8.9],
  "relative_energy_kcal_mol": 0.0
}